Below is a 2-piece molecular cluster, CHClS2 overall, with properties calculated with wB97M-V/def2-TZVPD.

Computed properties:
Gap between HOMO and LUMO   9.636 eV
Energy relative to the best compared isomer or geometry (same formula, charge and spin)   0.1 kcal/mol
LUMO energy   -0.1055 eV
E_HOMO   -9.742 eV

Structure (XYZ):
```
5
Properties=species:S:1:pos:R:3:nbo_charge:R:1
Cl -0.745 1.564 1.881 -0.27
S 1.401 -1.526 -0.560 0.18
S -0.486 0.180 -2.334 0.19
C 0.469 -0.621 -1.403 -0.36
H -0.639 0.404 2.416 0.27
```

=====

Below is CHCoF3O3S as an isolated structure, with properties calculated with wB97M-V/def2-TZVPD.

Computed properties:
Gap between HOMO and LUMO (spin up / spin down)   6.439 / 8.333 eV
2S+1   5
LUMO energy (spin up / spin down)   3.5488 / 3.2396 eV
Net charge   -1
E_HOMO (spin up / spin down)   -2.890 / -5.094 eV

Structure (XYZ):
```
10
Properties=species:S:1:pos:R:3:nbo_charge:R:1
Co 2.018 -0.499 1.732 0.76
S 0.941 0.686 -0.987 1.51
F -1.515 0.986 -1.585 -0.34
F -1.764 0.166 0.263 -0.31
F -0.993 -1.376 -0.991 -0.45
O -0.104 -0.533 1.736 -1.27
O 1.816 -0.321 -0.220 -1.10
O 0.965 2.011 -0.258 -0.97
C -0.850 0.166 -0.722 0.74
H -0.514 -1.285 1.033 0.44
```

=====

Below is CHCrF3NO4S2 as an isolated structure, with properties calculated with wB97M-V/def2-TZVPD.

Computed properties:
Gap between HOMO and LUMO (spin up / spin down)   6.780 / 7.524 eV
Energy relative to the best compared isomer or geometry (same formula, charge and spin)   0.0 kcal/mol
2S+1   5
LUMO energy (spin up / spin down)   -7.0520 / -7.0681 eV
Net charge   +1
E_HOMO (spin up / spin down)   -13.832 / -14.592 eV

Structure (XYZ):
```
13
Properties=species:S:1:pos:R:3:nbo_charge:R:1
Cr -0.439 -1.198 -2.737 1.20
S 0.078 -0.853 0.450 2.15
S -1.524 1.147 -0.739 2.34
F 1.699 0.370 2.096 -0.26
F 2.554 -1.295 1.021 -0.26
F 2.224 0.581 0.012 -0.28
O -2.235 2.368 -0.547 -0.67
O -0.446 -1.709 1.477 -0.78
O 0.249 -1.385 -0.915 -1.01
O -1.164 0.702 -2.079 -0.88
N -0.773 0.585 0.459 -1.04
C 1.792 -0.233 0.940 0.81
H -1.998 -1.809 -3.078 -0.32
```

=====

Below is CHCuLiO2 as an isolated structure, with properties calculated with wB97M-V/def2-TZVPD.

Computed properties:
Gap between HOMO and LUMO (spin up / spin down)   9.501 / 6.146 eV
Energy relative to the best compared isomer or geometry (same formula, charge and spin)   37.1 kcal/mol
2S+1   2
LUMO energy (spin up / spin down)   -12.1157 / -15.3184 eV
Net charge   +2
E_HOMO (spin up / spin down)   -21.616 / -21.465 eV

Structure (XYZ):
```
6
Properties=species:S:1:pos:R:3:nbo_charge:R:1
Cu -1.122 -1.614 -1.317 1.51
O -0.459 -0.403 -0.269 -0.80
O 0.697 1.197 0.717 -0.51
C 0.670 0.235 -0.038 0.62
Li -1.285 1.101 0.997 0.98
H 1.500 -0.516 -0.091 0.20
```

=====

Below is one molecule with the formula CHF2NO2, with properties calculated with wB97M-V/def2-TZVPD.

Computed properties:
Structure (SMILES)   O=[N+]([O-])C(F)F
Gap between HOMO and LUMO   11.461 eV
Energy relative to the best compared isomer or geometry (same formula, charge and spin)   22.3 kcal/mol
LUMO energy   -0.5202 eV
E_HOMO   -11.981 eV

Structure (XYZ):
```
7
Properties=species:S:1:pos:R:3:nbo_charge:R:1
F 0.787 0.219 1.452 -0.32
F 0.417 1.560 -0.294 -0.28
O -0.985 -1.234 0.659 -0.31
O -1.318 -0.211 -1.125 -0.35
N -0.700 -0.419 -0.131 0.46
C 0.495 0.296 0.073 0.63
H 1.304 -0.212 -0.634 0.18
```

=====

Below is CHF2NO2S as an isolated structure, with properties calculated with wB97M-V/def2-TZVPD.

Computed properties:
Gap between HOMO and LUMO (spin up / spin down)   8.356 / 8.507 eV
Energy relative to the best compared isomer or geometry (same formula, charge and spin)   149.0 kcal/mol
LUMO energy (spin up / spin down)   -2.7855 / -2.5281 eV
E_HOMO (spin up / spin down)   -11.142 / -11.035 eV

Structure (XYZ):
```
8
Properties=species:S:1:pos:R:3:nbo_charge:R:1
S -0.277 0.522 0.254 1.45
F 0.444 0.248 1.871 -0.53
F 0.710 -1.954 -0.290 -0.29
O 2.135 -0.322 -0.713 -0.47
O -0.322 2.601 -0.413 -0.35
N -1.436 -0.397 -0.046 -0.97
C 1.110 -0.690 -0.346 0.74
H -2.364 -0.007 -0.316 0.42
```

=====

Below is a 2-piece molecular cluster, CHF2NS overall, with properties calculated with wB97M-V/def2-TZVPD.

Computed properties:
Gap between HOMO and LUMO   11.037 eV
Energy relative to the best compared isomer or geometry (same formula, charge and spin)   32.1 kcal/mol
LUMO energy   -0.2105 eV
E_HOMO   -11.247 eV

Structure (XYZ):
```
6
Properties=species:S:1:pos:R:3:nbo_charge:R:1
S -2.447 -1.941 -1.120 0.17
F 1.215 -0.285 -0.473 -0.24
F 1.999 1.105 1.130 -0.26
N 0.832 0.503 0.595 0.18
C -2.123 -0.755 -0.202 -0.17
H 0.524 1.373 0.069 0.32
```

=====

Below is a 3-piece molecular cluster, CHF2NS overall, with properties calculated with wB97M-V/def2-TZVPD.

Computed properties:
Gap between HOMO and LUMO (spin up / spin down)   7.388 / 7.326 eV
Energy relative to the best compared isomer or geometry (same formula, charge and spin)   66.5 kcal/mol
LUMO energy (spin up / spin down)   -2.1636 / -2.2310 eV
E_HOMO (spin up / spin down)   -9.552 / -9.557 eV

Structure (XYZ):
```
6
Properties=species:S:1:pos:R:3:nbo_charge:R:1
S 5.324 -1.082 -0.248 -0.05
F 3.085 2.283 2.686 -0.09
F -2.187 0.556 -0.201 -0.56
N 4.105 1.640 2.163 -0.11
C 4.942 0.986 1.696 0.24
H -2.910 0.457 0.438 0.56
```

=====

Below is a 2-piece molecular cluster, CHF2O3 overall, with properties calculated with wB97M-V/def2-TZVPD.

Computed properties:
Gap between HOMO and LUMO (spin up / spin down)   7.843 / 7.859 eV
Energy relative to the best compared isomer or geometry (same formula, charge and spin)   87.5 kcal/mol
LUMO energy (spin up / spin down)   -10.0798 / -10.0565 eV
Net charge   +1
E_HOMO (spin up / spin down)   -17.923 / -17.915 eV

Structure (XYZ):
```
7
Properties=species:S:1:pos:R:3:nbo_charge:R:1
F -1.745 2.045 1.173 -0.15
F -1.657 -0.041 1.754 -0.16
O -1.651 0.401 -0.466 0.08
O 0.267 0.585 0.105 -0.56
O -2.022 1.168 -1.347 0.07
C -1.577 0.845 0.857 1.22
H 0.616 -0.326 0.129 0.50
```

=====

Below is an isolated ion of composition CHF2O6PS and charge -2, with properties calculated with wB97M-V/def2-TZVPD.

Computed properties:
Structure (SMILES)   O=[P@]([O-])(OS(=O)(=O)[O-])C(F)F
Gap between HOMO and LUMO   8.351 eV
Energy relative to the best compared isomer or geometry (same formula, charge and spin)   0.0 kcal/mol
LUMO energy   6.3752 eV
Net charge   -2
E_HOMO   -1.975 eV

Structure (XYZ):
```
12
Properties=species:S:1:pos:R:3:nbo_charge:R:1
S -2.010 -0.515 -0.140 2.58
P 0.536 -1.937 0.025 2.29
F 2.242 0.148 0.019 -0.39
F 1.017 0.111 -1.744 -0.36
O 0.937 -2.177 1.436 -1.17
O -3.355 -1.037 0.079 -1.04
O -1.590 0.390 0.916 -1.04
O -1.857 0.086 -1.453 -1.03
O 1.017 -2.853 -1.046 -1.17
O -1.090 -1.841 -0.096 -1.02
C 0.966 -0.150 -0.413 0.18
H 0.272 0.549 0.065 0.18
```

=====

| no. | molecular weight (g mol⁻¹) | E (a.u.) |
| --- | --- | --- |
| 1 | 112.6 | -1295.26874 |
| 2 | 209.0 | -2344.88814 |
| 3 | 264.1 | -2534.41855 |
| 4 | 115.5 | -1836.41263 |
| 5 | 97.0 | -443.54457 |
| 6 | 129.1 | -841.60757 |
| 7 | 97.1 | -691.15737 |
| 8 | 97.1 | -691.10246 |
| 9 | 99.0 | -463.49655 |
| 10 | 210.1 | -1429.58286 |